*P*
# C4H8N2

2 unconnected molecules or ions with the total composition C4H8N2 (ωB97M-V/def2-TZVPD, OMol25).

Properties
Charge: 0
Multiplicity: 1
LUMO energy (alpha / beta) (hartree): 0.0145 / 0.0222
Orbital gap (alpha / beta) (eV): 8.691 / 8.292

Element x y z (Å)
N  2.361  -0.679  0.006
N  1.072  -1.073  -0.259
C  -0.047  -0.651  -0.010
C  2.631  0.749  0.095
C  -2.919  -0.858  0.041
C  -3.324  0.362  -0.098
H  2.443  1.401  -0.866
H  -2.732  1.163  -0.274
H  -0.384  0.093  0.720
H  3.647  0.761  0.166
H  -4.330  0.738  -0.088
H  2.769  -1.178  -0.765
H  2.063  1.036  1.025
H  -3.250  -1.863  0.306

Results of the natural (NBO) charge analysis, in e, for atoms 1 through 6: -0.43, -0.30, 0.06, -0.43, -0.07, -0.53

---

*Q*
# C4H8N2

2 unconnected molecules or ions with the total composition C4H8N2 (ωB97M-V/def2-TZVPD, OMol25).

Properties
Charge: 0
Multiplicity: 1
LUMO energy (hartree): 0.0341
Orbital gap (eV): 8.907

Element x y z (Å)
N  1.885  -0.533  0.162
N  1.512  -0.476  -0.991
C  -0.617  0.944  -0.233
C  -1.333  -1.274  0.294
C  0.041  2.028  0.076
C  -0.896  -0.213  -0.764
H  -0.880  -0.371  -1.769
H  1.122  2.168  0.346
H  2.503  0.310  0.577
H  -0.785  -1.003  1.213
H  1.475  -1.138  0.764
H  -0.515  2.981  0.030
H  -2.423  -1.186  0.267
H  -1.091  -2.236  0.027

Results of the natural (NBO) charge analysis, in e, for atoms 1 through 6: -0.41, -0.21, 0.06, -0.63, -0.50, -0.22

---

*R*
# C4H8N2

A single C4H8N2 molecule (ωB97M-V/def2-TZVPD, OMol25).

Properties
Structure (SMILES): C/N=C\N1CC1
Charge: 0
Multiplicity: 1
LUMO energy (hartree): 0.0333
Orbital gap (eV): 10.152

Element x y z (Å)
N  0.794  -0.267  0.209
N  -0.323  1.928  0.131
C  0.340  1.015  0.691
C  -0.919  1.534  -1.054
C  0.925  -1.440  1.000
C  -0.072  -1.384  -0.120
H  1.868  -1.895  0.824
H  0.401  -1.355  1.935
H  -1.434  2.381  -1.706
H  -1.553  0.488  -0.930
H  0.286  -1.868  -1.068
H  -0.019  1.082  -1.705
H  -1.102  -1.449  0.118
H  0.807  1.231  1.676

Results of the natural (NBO) charge analysis, in e, for atoms 1 through 6: -0.44, -0.46, 0.27, -0.45, -0.24, -0.25

---

Least stable: *P*

---

*P*
# C4H8N2

2 unconnected molecules or ions with the total composition C4H8N2 (ωB97M-V/def2-TZVPD, OMol25).

Properties
Structure (SMILES): CC=C=N.C=N
Charge: 0
Multiplicity: 1
LUMO energy (hartree): 0.0326
Orbital gap (eV): 9.344

Element x y z (Å)
N  -0.525  -1.155  1.517
N  -1.596  1.300  0.133
C  -1.047  -2.288  1.403
C  -0.557  1.177  -0.518
C  0.520  0.634  -1.005
C  1.892  1.143  -1.042
H  2.184  1.592  -0.108
H  -2.124  -2.634  1.383
H  -0.326  -3.148  1.424
H  2.133  1.881  -1.804
H  -2.450  1.794  -0.190
H  0.480  -0.246  -1.557
H  -1.128  -0.375  1.546
H  2.543  0.325  -1.183

Results of the natural (NBO) charge analysis, in e, for atoms 1 through 6: -0.60, -0.68, -0.05, 0.42, -0.39, -0.62

---

*Q*
# C4H8N2

A molecular structure, C4H8N2 (ωB97M-V/def2-TZVPD, OMol25).

Properties
Charge: 0
Multiplicity: 1
LUMO energy (hartree): 0.0260
Orbital gap (eV): 9.798

Element x y z (Å)
N  -3.388  0.065  -0.026
N  -2.256  0.205  0.500
C  1.012  -0.879  -0.601
C  0.384  0.513  -0.641
C  1.852  -0.154  0.604
C  1.041  1.094  0.361
H  0.328  -1.729  -0.386
H  -3.523  -0.847  -0.484
H  1.664  -1.190  -1.465
H  1.838  -0.799  1.589
H  2.836  -0.153  0.195
H  0.810  1.993  0.884
H  -2.280  1.158  0.951
H  -0.318  0.723  -1.481

Results of the natural (NBO) charge analysis, in e, for atoms 1 through 6: -0.32, -0.29, -0.44, -0.15, -0.40, -0.24

---

*R*
# C4H8N2

A molecular structure, C4H8N2 (ωB97M-V/def2-TZVPD, OMol25).

Properties
Charge: 0
Multiplicity: 1
LUMO energy (hartree): 0.0362
Orbital gap (eV): 8.638

Element x y z (Å)
N  -1.046  0.065  1.290
N  -0.202  -0.265  -0.960
C  1.900  0.016  0.295
C  -2.097  -0.238  0.653
C  -1.636  -0.141  -0.870
C  0.443  0.425  0.046
H  1.992  -1.062  0.467
H  2.574  0.254  -0.550
H  0.318  1.512  -0.025
H  -0.597  0.156  2.170
H  2.322  0.530  1.164
H  -2.110  -0.877  -1.524
H  0.084  -1.238  -0.962
H  -1.945  0.863  -1.191

Results of the natural (NBO) charge analysis, in e, for atoms 1 through 6: -0.64, -0.59, -0.66, 0.10, -0.32, 0.07

---

*S*
# C4H8N2

A single C4H8N2 molecule (ωB97M-V/def2-TZVPD, OMol25).

Properties
Charge: 0
Multiplicity: 1
LUMO energy (hartree): 0.0262
Orbital gap (eV): 7.033

Element x y z (Å)
N  -1.525  -0.282  -0.217
N  1.519  0.169  0.046
C  -0.469  -1.132  0.211
C  0.583  1.198  -0.002
C  0.946  -0.993  -0.159
C  -0.942  1.008  0.136
H  2.474  0.568  -0.297
H  -1.086  1.169  1.276
H  0.832  2.248  -0.114
H  -1.575  1.866  -0.515
H  -0.812  -1.485  1.235
H  -0.964  -2.011  -0.272
H  -1.423  -0.246  -1.188
H  1.892  -1.805  -0.044

Results of the natural (NBO) charge analysis, in e, for atoms 1 through 6: -0.57, -0.42, -0.34, -0.21, -0.18, -0.28

---

Least stable: *S*

---

*P*
# C4H8N2

A single C4H8N2 molecule (ωB97M-V/def2-TZVPD, OMol25).

Properties
Structure (SMILES): C=CN(N)C=C
Charge: 0
Multiplicity: 1
LUMO energy (hartree): 0.0403
Orbital gap (eV): 9.516

Element x y z (Å)
N  -1.923  0.256  0.821
N  -0.756  0.298  0.063
C  0.355  -1.006  -1.713
C  0.575  0.315  0.825
C  1.607  1.054  0.414
C  -0.531  -0.828  -0.698
H  0.498  0.097  1.885
H  -1.365  -1.522  -0.602
H  2.381  1.321  1.116
H  -1.846  -0.268  1.693
H  1.719  1.346  -0.617
H  1.122  -0.321  -1.979
H  -2.212  1.201  1.047
H  0.375  -1.943  -2.255

Results of the natural (NBO) charge analysis, in e, for atoms 1 through 6: -0.65, -0.30, -0.47, -0.05, -0.41, -0.02

---

*Q*
# C4H8N2

2 unconnected molecules or ions with the total composition C4H8N2 (ωB97M-V/def2-TZVPD, OMol25).

Properties
Charge: 0
Multiplicity: 1
LUMO energy (alpha / beta) (hartree): -0.0369 / 0.0052
Orbital gap (alpha / beta) (eV): 6.168 / 9.302

Element x y z (Å)
N  -1.135  2.172  -1.623
N  0.554  0.898  -0.224
C  -1.005  -1.269  1.147
C  -0.681  1.167  -1.147
C  1.633  1.550  -0.342
C  0.106  -1.265  0.161
H  1.113  -1.324  0.549
H  1.768  2.344  -1.072
H  -1.982  -1.211  0.670
H  -0.027  -1.812  -0.765
H  -0.934  0.073  -1.257
H  -0.974  -2.196  1.740
H  -0.909  -0.441  1.851
H  2.473  1.314  0.310

Results of the natural (NBO) charge analysis, in e, for atoms 1 through 6: -0.29, -0.38, -0.69, 0.07, -0.04, -0.25

---

Least stable: *Q*

---

*P*
# C4H8N2

A single C4H8N2 molecule (ωB97M-V/def2-TZVPD, OMol25).

Properties
Charge: 0
Multiplicity: 1
LUMO energy (hartree): 0.0272
Orbital gap (eV): 7.586

Element x y z (Å)
N  1.246  0.073  0.704
N  -0.898  0.054  -1.095
C  0.630  -1.257  0.448
C  -0.630  1.202  -0.293
C  -0.010  1.078  0.990
C  -0.400  -1.173  -0.739
H  0.060  -1.580  1.266
H  1.504  0.512  -0.216
H  0.598  1.882  1.354
H  -1.526  0.204  -1.953
H  1.372  -2.079  0.201
H  -1.440  2.030  -0.465
H  0.010  -1.839  -1.730
H  -0.562  0.876  1.844

Results of the natural (NBO) charge analysis, in e, for atoms 1 through 6: -0.58, -0.44, -0.28, -0.20, -0.31, -0.15

---

*Q*
# C4H8N2

A single C4H8N2 molecule (ωB97M-V/def2-TZVPD, OMol25).

Properties
Charge: 0
Multiplicity: 1
LUMO energy (hartree): 0.0362
Orbital gap (eV): 9.368

Element x y z (Å)
N  -0.895  0.032  0.537
N  1.326  -0.004  1.097
C  -0.040  -0.198  1.671
C  1.425  -0.091  -0.210
C  -0.487  0.306  -1.906
C  -0.034  -0.343  -0.610
H  -0.239  0.477  2.507
H  0.146  -0.029  -2.733
H  -1.526  0.041  -2.126
H  -0.412  1.398  -1.848
H  -0.092  -1.440  -0.724
H  -1.063  1.034  0.468
H  2.134  0.097  1.698
H  -0.131  -1.237  2.015

Results of the natural (NBO) charge analysis, in e, for atoms 1 through 6: -0.61, -0.58, -0.08, 0.10, -0.61, -0.19

---

*R*
# C4H8N2

A molecular structure, C4H8N2 (ωB97M-V/def2-TZVPD, OMol25).

Properties
Charge: 0
Multiplicity: 1
LUMO energy (hartree): 0.0338
Orbital gap (eV): 10.016

Element x y z (Å)
N  -1.127  0.573  -0.704
N  -0.777  1.199  2.408
C  -0.197  -1.511  0.070
C  0.176  1.294  1.733
C  -0.010  -0.154  -0.535
C  1.238  0.367  -0.811
H  2.084  -0.310  -0.765
H  -1.031  1.566  -0.863
H  1.304  1.148  -1.566
H  1.041  1.110  0.653
H  -1.973  0.301  -0.225
H  -0.538  -2.177  -0.730
H  0.747  -1.896  0.459
H  -0.938  -1.511  0.876

Results of the natural (NBO) charge analysis, in e, for atoms 1 through 6: -0.76, -0.47, -0.68, -0.04, 0.37, -0.70

---

*S*
# C4H8N2

2 unconnected molecules or ions with the total composition C4H8N2 (ωB97M-V/def2-TZVPD, OMol25).

Properties
Charge: 0
Multiplicity: 1
LUMO energy (hartree): -0.0039
Orbital gap (eV): 9.377

Element x y z (Å)
N  -1.155  0.213  -0.918
N  2.094  1.714  -1.504
C  -0.265  -0.109  0.050
C  1.473  0.909  -0.918
C  -0.460  0.541  1.383
C  0.425  -1.431  -0.061
H  0.227  0.190  2.157
H  -1.317  1.211  -0.992
H  -0.313  -2.223  -0.303
H  0.934  -1.758  0.880
H  -0.964  -0.161  -1.844
H  -0.365  1.618  1.280
H  -1.480  0.302  1.704
H  1.167  -1.014  -0.914

Results of the natural (NBO) charge analysis, in e, for atoms 1 through 6: -0.76, -0.51, 0.51, -0.12, -0.70, -0.75

---

Least stable: *P*